1.
ORCA calculation (ωB97M-V/def2-TZVPD) on C5H5FO in the gas phase.

The geometry in ORCA input format:
```
! RIJCOSX wB97M-V def2-TZVPD def2/J DEFGRID3
* xyz 0 1
C 1.214 0.208 1.894
C 0.980 0.778 0.769
C 0.820 0.972 -0.535
F 1.655 1.818 -0.981
C -0.045 0.399 -1.484
O -1.128 -0.478 -1.328
C -1.211 -0.945 -0.018
H 1.354 0.181 3.039
H 0.217 0.472 -2.542
H -0.374 -1.361 0.554
H -1.576 -0.213 0.633
H -1.907 -1.832 0.000
*
```

Its HOMO-LUMO gap is 8.6 eV. Its energy is -10025.9814 eV. The lowest unoccupied orbital energy comes out at 0.2 eV. Its SMILES is C#C/C(F)=C\OC. Its largest force on an atom is 10.79 eV/Å. The calculation puts the energy relative to the best compared isomer or geometry (same formula, charge and spin) at 94.44 kcal/mol.



2.
ORCA calculation (ωB97M-V/def2-TZVPD) on 14 unconnected molecules or ions with the total composition C80H180N16O16.

The geometry in ORCA input format:
```
! RIJCOSX wB97M-V def2-TZVPD def2/J DEFGRID3
* xyz 0 1
C -10.102 1.364 2.144
C -11.145 2.495 1.974
O -11.178 2.913 0.647
O -10.873 0.117 2.190
H -9.471 1.607 2.999
H -9.402 1.315 1.310
H -10.753 3.409 2.421
H -12.100 2.210 2.416
H -11.778 3.661 0.597
H -11.304 -0.088 1.357
C -7.670 -2.549 -3.449
C -8.231 -3.657 -2.509
O -9.600 -3.891 -2.489
O -8.473 -2.525 -4.621
H -6.674 -2.492 -3.887
H -7.821 -1.559 -3.018
H -7.857 -3.456 -1.505
H -7.740 -4.585 -2.799
H -9.707 -4.830 -2.320
H -9.298 -2.999 -4.496
C 5.189 1.345 5.638
O 4.495 1.268 6.642
N 6.248 0.610 5.359
N 5.216 2.268 4.685
H 6.586 -0.174 5.899
H 6.427 0.610 4.365
H 5.902 2.425 3.960
H 4.507 2.926 4.974
C -0.746 0.002 11.419
O -1.589 -0.500 12.171
N 0.192 -0.646 10.807
N -0.700 1.321 11.146
H 0.031 -1.629 10.975
H 0.872 -0.217 10.195
H 0.169 1.753 10.865
H -1.438 1.842 11.597
C -1.135 10.616 6.139
O -2.167 10.509 5.484
N -0.994 11.518 7.000
N -0.211 9.784 6.112
H -0.117 11.692 7.470
H -1.787 12.134 7.105
H -0.298 8.904 5.626
H 0.582 9.702 6.732
C -8.587 -4.023 8.540
O -8.335 -5.189 8.309
N -7.928 -3.018 7.998
N -9.557 -3.657 9.219
H -7.262 -3.156 7.252
H -8.314 -2.091 8.110
H -10.350 -4.200 9.529
H -9.711 -2.689 8.975
C -0.328 -0.304 -1.655
C 0.589 -0.122 -0.450
C 1.105 1.347 -0.361
C 0.096 2.448 0.157
C -0.426 1.954 1.451
C -1.036 0.460 1.549
N -0.088 -0.460 0.883
O -0.488 -1.829 1.002
C -1.044 0.012 2.991
C -2.478 0.444 0.971
C 1.687 -1.134 -0.659
H -1.005 -1.159 -1.672
H 0.164 -0.075 -2.599
H -1.015 0.537 -1.746
H 1.956 1.242 0.312
H 1.403 1.573 -1.385
H -0.613 2.583 -0.660
H 0.597 3.328 0.560
H -1.238 2.618 1.747
H 0.263 2.286 2.228
H -0.086 -0.192 3.469
H -1.319 0.849 3.633
H -1.701 -0.804 3.291
H -2.886 -0.565 1.033
H -2.984 1.219 1.549
H -2.651 0.824 -0.036
H 2.352 -0.990 0.193
H 2.309 -0.941 -1.533
H 1.392 -2.167 -0.842
H 0.208 -2.059 1.622
C -2.474 -10.199 4.417
C -1.009 -10.528 4.773
C -0.029 -10.196 3.561
C 0.301 -8.640 3.433
C 0.816 -8.100 4.839
C -0.212 -8.445 5.953
N -0.533 -9.920 6.019
O -1.187 -10.241 7.182
C 0.514 -8.059 7.168
C -1.476 -7.533 5.958
C -0.941 -12.136 4.953
H -3.163 -9.818 5.171
H -2.908 -11.063 3.913
H -2.686 -9.444 3.660
H 0.932 -10.660 3.785
H -0.341 -10.568 2.585
H -0.619 -8.155 3.107
H 0.940 -8.262 2.635
H 1.021 -7.031 4.790
H 1.731 -8.692 4.841
H 0.784 -7.020 7.356
H 0.078 -8.368 8.118
H 1.488 -8.544 7.219
H -2.400 -7.912 6.394
H -1.208 -6.557 6.363
H -1.635 -7.227 4.924
H -1.704 -12.433 5.673
H 0.042 -12.485 5.268
H -1.164 -12.693 4.043
H -1.951 -9.671 7.066
C 8.205 2.221 -3.043
C 9.136 3.531 -2.854
C 8.789 4.540 -4.040
C 9.076 6.051 -3.753
C 8.269 6.439 -2.512
C 8.700 5.598 -1.228
N 8.592 4.134 -1.501
O 8.752 3.303 -0.440
C 10.128 6.021 -0.709
C 7.729 6.150 -0.138
C 10.692 3.276 -2.956
H 8.258 1.633 -3.959
H 7.149 2.491 -3.066
H 8.528 1.620 -2.193
H 9.296 4.404 -4.995
H 7.733 4.422 -4.279
H 8.873 6.769 -4.548
H 10.108 6.202 -3.436
H 7.205 6.279 -2.689
H 8.474 7.497 -2.350
H 10.166 7.081 -0.457
H 10.468 5.431 0.141
H 10.819 5.812 -1.526
H 6.900 5.443 -0.136
H 8.244 6.067 0.819
H 7.403 7.164 -0.370
H 11.212 4.203 -3.198
H 10.902 2.625 -3.805
H 11.089 2.971 -1.988
H 9.703 3.195 -0.364
C -4.634 10.700 -2.781
C -4.558 9.495 -3.764
C -5.672 8.464 -3.334
C -7.157 8.881 -3.900
C -7.108 9.131 -5.393
C -6.066 10.115 -5.926
N -4.743 9.888 -5.248
O -3.713 10.646 -5.722
C -6.056 9.740 -7.422
C -6.648 11.554 -5.705
C -3.169 8.806 -3.572
H -3.796 11.391 -2.868
H -4.933 10.388 -1.781
H -5.554 11.218 -3.054
H -5.386 7.550 -3.856
H -5.680 8.408 -2.246
H -7.480 9.707 -3.266
H -7.823 8.058 -3.641
H -8.106 9.505 -5.619
H -7.191 8.116 -5.784
H -5.478 8.817 -7.474
H -7.026 9.605 -7.900
H -5.513 10.559 -7.894
H -7.607 11.692 -6.204
H -6.745 11.952 -4.695
H -6.154 12.251 -6.382
H -3.154 7.945 -4.241
H -3.059 8.304 -2.611
H -2.360 9.526 -3.690
H -3.715 11.395 -5.121
C 12.580 -10.404 0.809
C 11.454 -10.558 -0.346
C 10.375 -11.446 0.308
C 9.561 -10.765 1.381
C 8.910 -9.530 0.736
C 9.998 -8.504 0.232
N 10.911 -9.196 -0.732
O 12.018 -8.348 -1.172
C 9.223 -7.366 -0.427
C 10.646 -7.928 1.582
C 12.017 -11.236 -1.644
H 12.280 -10.256 1.847
H 13.261 -9.583 0.585
H 13.270 -11.244 0.888
H 9.617 -11.645 -0.450
H 10.880 -12.362 0.615
H 10.047 -10.507 2.323
H 8.822 -11.507 1.684
H 8.368 -9.137 1.596
H 8.242 -9.933 -0.025
H 9.649 -6.365 -0.354
H 8.905 -7.513 -1.459
H 8.343 -7.187 0.191
H 9.851 -7.367 2.074
H 10.805 -8.689 2.345
H 11.514 -7.288 1.424
H 12.902 -10.669 -1.931
H 11.389 -11.220 -2.536
H 12.492 -12.216 -1.587
H 11.835 -8.371 -2.114
C 2.718 5.938 -14.539
C 2.773 5.483 -13.075
C 3.777 6.400 -12.260
C 3.694 6.133 -10.734
C 2.291 6.178 -10.194
C 1.254 5.222 -10.961
N 1.421 5.413 -12.425
O 0.423 4.895 -13.198
C 1.541 3.869 -10.447
C -0.070 5.706 -10.488
C 3.234 4.030 -13.049
H 3.676 5.699 -15.000
H 2.472 6.997 -14.617
H 1.970 5.370 -15.092
H 4.762 6.108 -12.625
H 3.725 7.390 -12.712
H 4.361 6.806 -10.195
H 4.278 5.253 -10.464
H 1.841 7.168 -10.270
H 2.345 5.933 -9.133
H 1.073 3.657 -9.485
H 1.229 3.104 -11.158
H 2.613 3.738 -10.301
H -0.845 5.513 -11.229
H -0.304 5.306 -9.501
H -0.163 6.790 -10.422
H 2.508 3.222 -13.134
H 3.781 3.984 -12.107
H 4.001 3.860 -13.804
H 0.605 3.954 -13.256
C -0.929 -5.529 -9.316
C -0.520 -6.928 -8.727
C 1.023 -6.841 -8.317
C 1.460 -7.976 -7.301
C 0.556 -7.961 -6.032
C -0.928 -8.021 -6.332
N -1.288 -7.050 -7.456
O -2.700 -6.948 -7.607
C -1.254 -9.568 -6.555
C -1.657 -7.398 -4.997
C -0.784 -8.030 -9.749
H -1.950 -5.178 -9.173
H -0.675 -5.463 -10.374
H -0.436 -4.681 -8.841
H 1.635 -6.759 -9.216
H 1.388 -5.876 -7.966
H 2.529 -7.913 -7.101
H 1.344 -8.916 -7.841
H 0.758 -7.021 -5.518
H 0.858 -8.824 -5.439
H -0.992 -10.255 -5.750
H -2.254 -9.724 -6.959
H -0.744 -9.919 -7.452
H -1.286 -7.999 -4.167
H -1.248 -6.428 -4.716
H -2.742 -7.301 -5.031
H -1.074 -8.982 -9.306
H 0.161 -8.238 -10.252
H -1.526 -7.674 -10.464
H -3.027 -6.199 -7.103
C -8.148 4.435 10.327
C -7.004 4.904 11.293
C -7.359 6.246 12.090
C -8.217 6.164 13.329
C -7.839 4.923 14.226
C -7.512 3.580 13.557
N -6.755 3.772 12.260
O -6.491 2.476 11.588
C -6.644 2.684 14.483
C -8.924 3.016 13.230
C -5.807 5.352 10.426
H -8.294 5.124 9.495
H -9.127 4.386 10.804
H -8.078 3.449 9.868
H -6.482 6.773 12.465
H -7.826 6.964 11.416
H -9.202 6.351 12.900
H -8.007 7.032 13.954
H -8.515 4.730 15.058
H -6.918 5.230 14.723
H -5.599 2.882 14.724
H -7.258 2.524 15.369
H -6.663 1.651 14.135
H -9.446 2.876 14.176
H -9.535 3.768 12.730
H -8.993 2.077 12.681
H -5.475 4.341 10.186
H -4.957 5.706 11.008
H -6.054 6.086 9.659
H -5.789 2.105 12.126
*
```

Its HOMO-LUMO gap is 8.0 eV. Its energy is -142459.1235 eV. The lowest unoccupied orbital energy comes out at 0.1 eV. Its largest force on an atom is 9.99 eV/Å. The calculation puts the energy relative to the best compared isomer or geometry (same formula, charge and spin) at 170.78 kcal/mol.



3.
ORCA calculation (ωB97M-V/def2-TZVPD) on C6H12Si in the gas phase.

The geometry in ORCA input format:
```
! RIJCOSX wB97M-V def2-TZVPD def2/J DEFGRID3
* xyz 0 1
C 3.070 0.032 -0.104
Si 1.247 0.111 0.531
C 0.006 0.711 -0.670
C -1.335 1.229 -0.108
C -1.920 0.075 0.681
C -1.329 -1.207 -0.045
C 0.027 -0.784 -0.570
H 3.629 0.396 0.727
H 3.156 -1.045 -0.339
H 3.137 0.613 -0.914
H 1.257 -0.285 2.010
H 0.127 1.334 -1.621
H -2.115 1.529 -0.775
H -1.224 2.218 0.376
H -1.559 -0.018 1.672
H -3.050 -0.124 0.699
H -1.218 -1.990 0.661
H -2.114 -1.309 -0.727
H 0.208 -1.487 -1.485
*
```

Its HOMO-LUMO gap is 9.6 eV. Its energy is -14291.5691 eV. The lowest unoccupied orbital energy comes out at 0.9 eV. Its SMILES is C[Si@H]1[C@@H]2CCC[C@@H]21. Its largest force on an atom is 4.80 eV/Å. The calculation puts the energy relative to the best compared isomer or geometry (same formula, charge and spin) at 59.88 kcal/mol.